DFT (ωB97M-V/def2-TZVPD) results for C16H15NO5S in the gas phase.

Geometry as XYZ:
```
38
Properties=species:S:1:pos:R:3:mulliken_charge:R:1
C -3.3895 -3.7849 0.4824 -0.851
O -2.2519 -3.3507 -0.2290 -0.411
C -2.1122 -2.0359 -0.5062 0.805
C -3.0170 -1.0423 -0.1308 -0.379
C -2.7644 0.2766 -0.4652 -0.943
C -1.6267 0.6044 -1.1727 -0.050
S -1.3039 2.3267 -1.5082 1.173
O -2.5174 3.0099 -1.8389 -0.710
O -0.1777 2.4444 -2.3802 -0.658
N -0.8979 2.9183 0.0203 -0.249
C -0.0220 2.2234 0.8452 0.197
C -0.2302 2.1534 2.2218 -0.846
C 0.6546 1.4455 3.0159 -0.745
C 1.7333 0.7911 2.4538 -0.772
C 1.9606 0.8573 1.0754 0.990
C 3.1009 0.1594 0.5163 -0.361
C 3.4616 0.1033 -0.7723 -0.691
C 4.6471 -0.6583 -1.1770 0.337
O 5.3761 -1.2809 -0.4428 -0.592
O 4.8520 -0.5980 -2.5046 -0.444
C 1.0781 1.5897 0.2830 -0.199
C -0.7253 -0.3708 -1.5614 -0.044
C -0.9653 -1.6858 -1.2290 -0.724
H -3.2805 -4.8639 0.5764 0.239
H -3.4332 -3.3376 1.4799 0.345
H -4.3118 -3.5605 -0.0614 0.347
H -3.9135 -1.2843 0.4168 0.411
H -3.4581 1.0573 -0.1951 0.427
H -1.6851 3.3520 0.4766 0.298
H -1.0783 2.6580 2.6618 0.358
H 0.4914 1.3989 4.0824 0.394
H 2.4109 0.2296 3.0789 0.401
H 3.7219 -0.3785 1.2236 0.376
H 2.9320 0.5999 -1.5690 0.445
H 5.6444 -1.1035 -2.7425 0.344
H 1.2373 1.6936 -0.7758 0.850
H 0.1430 -0.0871 -2.1325 0.463
H -0.2831 -2.4696 -1.5157 0.469
```

Computed properties:
Lowest unoccupied orbital energy, eV: -0.3
Highest occupied orbital energy, eV: -8.809
SMILES string: COc1ccc(S(=O)(=O)Nc2cccc(/C=C/C(=O)O)c2)cc1
ΔE to the lowest compared entry with this formula, charge and spin, kcal/mol: 31.7
Orbital gap, eV: 8.542
Total charge: 0

=====

DFT (ωB97M-V/def2-TZVPD) results for a molecular structure, C16H16AsBr2F6N8V.

Geometry as XYZ:
```
50
Properties=species:S:1:pos:R:3:mulliken_charge:R:1
V 0.0818 -0.4627 -0.0411 0.529
Br -4.4329 4.2112 1.7795 0.013
C -3.2433 2.9023 1.2550 -0.283
C -3.6678 1.7901 0.5368 -0.763
C -2.7387 0.8412 0.1729 -0.228
N -1.4283 0.9309 0.4721 0.489
C -1.0165 2.0211 1.1711 1.086
C -1.8879 3.0085 1.5731 -0.908
C 0.4376 2.0719 1.4550 0.432
C 1.0518 3.1263 2.0966 -0.665
C 2.4331 3.0968 2.2962 -0.392
Br 3.2838 4.5027 3.1343 0.017
C 3.1528 1.9928 1.8416 -0.613
C 2.4755 0.9808 1.2024 -0.811
N 1.1394 1.0032 1.0089 0.406
H -4.7045 1.6650 0.2575 0.509
H -3.0504 -0.0241 -0.3900 0.510
H -1.5411 3.8677 2.1271 0.536
H 0.4867 3.9808 2.4370 0.535
H 4.2242 1.9302 1.9724 0.525
H 3.0044 0.1199 0.8181 0.546
N 0.7570 0.2558 -3.9822 -0.071
C 1.7295 1.1504 -3.5931 -0.850
C 1.6381 1.2532 -2.2421 -0.239
N 0.6096 0.4432 -1.8058 0.643
C 0.1082 -0.1449 -2.8871 0.323
C -0.9388 -1.1147 -2.6512 -0.034
N -1.3112 -1.2753 -1.3842 0.610
C -2.2413 -2.3018 -1.3893 -0.538
C -2.4166 -2.7333 -2.6619 -0.708
N -1.5782 -1.9707 -3.4477 -0.069
H 0.5920 -0.0393 -4.9343 0.207
H 2.3802 1.6318 -4.3027 0.418
H 2.2233 1.8618 -1.5759 0.494
H -2.7174 -2.6628 -0.4943 0.479
H -3.0510 -3.4982 -3.0759 0.436
H -1.4596 -2.0844 -4.4445 0.206
N 0.7485 -1.5904 3.3457 -0.027
N -0.4464 -1.5826 2.7922 -0.133
H 0.9082 -1.1131 4.2295 0.260
H 1.4176 -2.2835 2.9926 0.312
H -1.1771 -1.0962 3.3056 0.293
H -0.7021 -2.4581 2.3326 0.269
F 1.8074 -1.4241 -0.1902 -0.455
As 1.6163 -3.3379 -0.2287 2.017
F 1.1867 -4.9480 -0.1766 -0.374
F 3.2089 -3.4402 -0.7265 -0.377
F 1.0082 -3.0648 -1.8007 -0.456
F 2.0608 -3.2239 1.4468 -0.557
F -0.0203 -2.7647 0.3730 -0.550
```

Computed properties:
Lowest unoccupied orbital energy (spin up / spin down), eV: -10.5 / -11.7
Highest occupied orbital energy (spin up / spin down), eV: -17.547 / -17.554
ΔE to the lowest compared entry with this formula, charge and spin, kcal/mol: 0.0
Orbital gap (spin up / spin down), eV: 7.055 / 5.884
Spin multiplicity: 4
Total charge: +3

=====

DFT (ωB97M-V/def2-TZVPD) results for a molecular structure, C16H16BIrN9O7.

Geometry as XYZ:
```
50
Properties=species:S:1:pos:R:3:mulliken_charge:R:1
H -1.5349 -1.8947 -1.1834 0.540
N -1.9171 0.1523 -0.7455 -0.016
B -2.9528 2.4715 -0.4622 0.149
N -3.0132 0.9839 -0.9041 -0.280
C -4.0083 0.2898 -1.4852 -0.077
Ir -0.1306 0.8201 -0.0643 2.021
H -4.9580 0.7890 -1.6540 0.498
C -3.5631 -1.0126 -1.7048 -1.092
H -4.1273 -1.8174 -2.1365 0.464
C -2.2487 -1.0785 -1.2256 0.048
H -4.0007 3.0380 -0.5655 -0.007
C 1.7593 1.4083 0.1170 -1.335
H 2.2811 0.5666 0.5875 0.371
H 1.6583 2.1921 0.8906 0.402
H 2.3257 1.8424 -0.7209 0.300
N -1.7953 3.0628 -1.2944 0.077
N -2.4166 2.4426 0.9883 0.109
N -0.5514 2.4671 -1.2386 -0.353
N -1.3012 1.6663 1.2877 -0.603
C -1.7549 4.0745 -2.1785 -0.077
C -2.9082 2.9585 2.1269 -0.007
H -2.6526 4.6401 -2.3478 0.513
H -3.8028 3.5652 2.0498 0.488
C -0.4590 4.1483 -2.6801 -1.043
C -2.1142 2.5217 3.1855 -1.108
C 0.2783 3.1280 -2.0755 0.206
C -1.1244 1.6957 2.6390 0.019
H -0.0971 4.8528 -3.3931 0.448
H -2.2582 2.7537 4.2240 0.450
H 1.3170 2.8334 -2.1597 0.435
H -0.3340 1.1033 3.0882 0.508
H 3.3053 0.4766 -1.7529 0.383
O 5.0780 -5.5628 0.5807 -0.509
N 3.9559 -5.4710 1.1237 0.951
O 3.4731 -6.3669 1.8480 -0.525
C 3.1668 -4.2794 0.8930 -0.386
C 3.6632 -3.2848 0.0337 -0.498
C 2.8601 -2.1865 -0.3364 0.061
C 1.4994 -2.0422 0.2396 0.837
O 0.5840 -1.2776 -0.2458 -0.536
C 1.1713 -2.9877 1.2887 -0.107
C 1.9157 -4.1390 1.5108 -0.621
N -0.0664 -2.7882 2.0515 0.852
O -0.7541 -3.8037 2.2991 -0.492
O -0.3623 -1.6357 2.4361 -0.490
N 3.4255 -1.3271 -1.2645 0.666
O 4.6075 -1.4198 -1.6143 -0.579
O 2.6760 -0.3210 -1.8591 -0.363
H 4.6616 -3.3491 -0.3895 0.678
H 1.5443 -4.8991 2.1927 0.628
```

Computed properties:
Lowest unoccupied orbital energy (spin up / spin down), eV: -7.0 / -11.6
Highest occupied orbital energy (spin up / spin down), eV: -13.884 / -14.958
ΔE to the lowest compared entry with this formula, charge and spin, kcal/mol: 0.0
Orbital gap (spin up / spin down), eV: 6.923 / 3.349
Spin multiplicity: 6
Total charge: +2

=====

DFT (ωB97M-V/def2-TZVPD) results for 2 unconnected molecules or ions with the total composition C16H16BrClINO3.

Geometry as XYZ:
```
39
Properties=species:S:1:pos:R:3:mulliken_charge:R:1
C 1.0873 5.1533 4.0008 -1.132
C -0.2533 4.5351 3.3794 -0.197
C -0.3268 2.9228 3.3725 -0.879
I 1.5670 1.9354 3.9050 0.169
C -0.7906 2.3175 1.9457 0.552
C 0.0183 2.6495 0.6367 0.121
Br 1.6423 3.8008 0.6277 -0.047
C -0.4014 2.0744 -0.7604 -0.333
C -1.6360 1.1316 -0.7840 0.010
O -2.0506 0.5339 -2.0196 -0.331
C -1.8539 -0.9030 -1.9585 0.161
O -2.8514 -1.6538 -1.7997 -0.457
C -0.4290 -1.5897 -2.0616 0.687
C -0.0138 -2.6241 -3.1601 -0.395
C 1.4317 -3.2385 -3.2250 -0.375
C 2.5275 -2.8520 -2.1587 -0.391
C 2.0767 -1.8553 -1.0479 -0.494
C 0.6598 -1.2304 -0.9980 -0.041
C -2.3630 0.8337 0.5401 -0.108
N -1.9478 1.4242 1.8124 0.046
Cl -2.9407 0.9841 3.1684 0.013
H 1.0541 6.3116 4.0086 0.336
H 1.2513 4.8620 5.1089 0.329
H 2.0375 4.8922 3.3947 0.259
H -1.1509 5.0082 3.9374 0.335
H -0.3323 4.9520 2.3021 0.242
H -1.0580 2.6326 4.2172 0.437
H 0.1583 2.3239 -1.7176 0.344
H -0.7520 -2.9481 -3.9699 0.320
H 1.7677 -3.9798 -4.0238 0.269
H 3.5806 -3.2874 -2.2119 0.329
H 2.8389 -1.5635 -0.2355 0.275
H 0.4508 -0.4898 -0.1395 0.209
H -3.2682 0.1220 0.4941 0.389
C 0.0911 -6.6338 -2.9156 -0.509
O 1.4120 -6.4802 -2.8853 -0.676
H -0.3434 -7.4029 -2.2448 0.254
H -0.5269 -5.7490 -2.6471 0.074
H -0.3630 -6.9195 -3.8870 0.206
```

Computed properties:
Lowest unoccupied orbital energy, eV: -3.3
Highest occupied orbital energy, eV: -4.929
Orbital gap, eV: 1.677
Total charge: 0

=====

DFT (ωB97M-V/def2-TZVPD) results for a molecular structure, C16H16Cl2N2O4S2.

Geometry as XYZ:
```
42
Properties=species:S:1:pos:R:3:mulliken_charge:R:1
O -2.3380 -1.0609 -0.6457 -0.703
C -1.9455 0.1081 -0.5457 0.497
N -0.6578 0.6372 -0.4830 -0.477
C 0.1246 -0.4228 -0.6178 0.455
N 1.4155 -0.3473 -0.6745 0.418
C 1.8565 1.0163 -0.1522 -0.543
C 2.8322 1.5420 -0.8166 1.377
C 3.4295 2.9301 -0.7883 -1.025
C 2.8987 3.6268 0.3317 0.388
C 1.9667 3.0218 1.1871 -1.081
C 1.3597 2.0233 0.8980 -0.650
H 0.5105 1.5014 1.3600 0.368
H 1.5591 3.4375 1.9228 0.682
Cl 3.6271 5.2316 0.8532 -0.208
H 4.2225 3.3190 -1.4016 0.444
Cl 3.4375 0.8256 -2.2629 -0.234
C 2.2602 -1.5175 -0.3500 -0.378
C 2.4457 -1.7795 1.1294 -0.461
H 3.3641 -1.0275 1.4559 0.312
H 1.5477 -1.6876 1.7665 0.367
S 2.9809 -3.4562 0.7412 1.017
O 2.7284 -4.1340 2.1768 -0.691
O 4.3201 -3.3245 0.2803 -0.609
C 1.6989 -3.7842 -0.2521 -1.287
C 1.4612 -2.3325 -1.3216 -0.786
H 1.7676 -2.5000 -2.1583 1.078
S -0.3373 -2.2322 -0.9305 -0.141
H 0.9441 -4.0795 0.0752 0.988
H 2.0800 -4.6110 -1.0004 0.345
H 3.2181 -1.2222 -0.8265 0.425
C -3.1294 1.3036 -0.3257 0.032
C -4.4741 0.9229 -1.1882 -1.697
H -4.3131 0.0707 -1.6218 0.426
C -5.5221 0.6513 0.0115 -0.811
H -6.0135 1.6665 0.2566 0.240
C -4.6010 0.5479 1.2588 -0.160
H -4.3812 -0.7196 0.9836 0.073
H -5.0822 0.5848 2.4614 0.236
O -3.4796 1.1584 1.1238 -0.377
H -6.3750 0.1730 -0.1270 0.591
H -4.5849 1.6956 -1.5747 0.905
H -2.8225 2.2436 -0.2085 0.649
```

Computed properties:
Lowest unoccupied orbital energy, eV: -0.1
Highest occupied orbital energy, eV: -8.516
ΔE to the lowest compared entry with this formula, charge and spin, kcal/mol: 355.5
Orbital gap, eV: 8.409
Total charge: 0

=====

DFT (ωB97M-V/def2-TZVPD) results for C16H16ClFN4O3S in the gas phase.

Geometry as XYZ:
```
42
Properties=species:S:1:pos:R:3:mulliken_charge:R:1
C -0.1351 -3.1133 -0.7418 -0.785
O 0.6170 -1.9783 -0.3615 -0.078
C 0.9687 -1.9362 0.9939 -0.220
C -0.1869 -1.5096 1.9234 -1.312
N -0.7786 -0.2779 1.4716 0.230
C -0.2451 0.9627 1.4831 -0.228
S 1.3063 1.3278 2.1813 -0.185
C 2.0323 2.2257 0.7390 -1.411
C 2.6501 1.2421 -0.1959 -0.463
C 3.9283 0.7481 0.0659 0.916
F 4.5948 1.2353 1.1312 -0.351
C 4.5420 -0.2127 -0.7121 -0.768
C 3.8591 -0.7165 -1.8058 -0.388
C 2.5943 -0.2504 -2.1099 -0.783
C 1.9997 0.7154 -1.3121 1.104
Cl 0.4249 1.2642 -1.7432 -0.178
N -1.0199 1.8729 0.9171 -0.459
C -2.0984 1.1890 0.4915 0.919
C -1.9864 -0.1572 0.8229 0.516
C -3.0043 -1.1041 0.4917 -0.035
O -3.0301 -2.2987 0.7207 -0.705
N -4.0446 -0.4695 -0.1795 -0.054
C -4.1986 0.8606 -0.5382 0.499
O -5.1811 1.2405 -1.1308 -0.660
N -3.1700 1.6998 -0.1720 0.022
C -3.2165 3.1066 -0.5038 -1.064
H -0.2563 -3.0440 -1.8207 0.204
H 0.4039 -4.0347 -0.4937 0.348
H -1.1210 -3.1365 -0.2698 0.293
H 1.7779 -1.2037 1.0609 0.095
H 1.3439 -2.9114 1.3347 0.480
H -0.9770 -2.2630 1.9258 0.470
H 0.2044 -1.3810 2.9356 0.386
H 1.2195 2.7896 0.2890 0.560
H 2.7809 2.8899 1.1670 0.511
H 5.5318 -0.5522 -0.4532 0.454
H 4.3157 -1.4733 -2.4234 0.397
H 2.0561 -0.6363 -2.9599 0.467
H -4.8161 -1.0653 -0.4600 0.241
H -3.1171 3.6992 0.4049 0.321
H -2.3966 3.3532 -1.1786 0.281
H -4.1720 3.3033 -0.9852 0.412
```

Computed properties:
Lowest unoccupied orbital energy, eV: 0.3
Highest occupied orbital energy, eV: -8.249
SMILES string: COCCn1c(SCc2c(F)cccc2Cl)nc2c1c(=O)[nH]c(=O)n2C
ΔE to the lowest compared entry with this formula, charge and spin, kcal/mol: 0.0
Orbital gap, eV: 8.575
Total charge: 0

=====

Q: Look up the total charge of the second one.
A: +3

=====

Please write out number 2 again, unchanged.
DFT (ωB97M-V/def2-TZVPD) results for a molecular structure, C16H16AsBr2F6N8V.

Geometry as XYZ:
```
50
Properties=species:S:1:pos:R:3:mulliken_charge:R:1
V 0.0818 -0.4627 -0.0411 0.529
Br -4.4329 4.2112 1.7795 0.013
C -3.2433 2.9023 1.2550 -0.283
C -3.6678 1.7901 0.5368 -0.763
C -2.7387 0.8412 0.1729 -0.228
N -1.4283 0.9309 0.4721 0.489
C -1.0165 2.0211 1.1711 1.086
C -1.8879 3.0085 1.5731 -0.908
C 0.4376 2.0719 1.4550 0.432
C 1.0518 3.1263 2.0966 -0.665
C 2.4331 3.0968 2.2962 -0.392
Br 3.2838 4.5027 3.1343 0.017
C 3.1528 1.9928 1.8416 -0.613
C 2.4755 0.9808 1.2024 -0.811
N 1.1394 1.0032 1.0089 0.406
H -4.7045 1.6650 0.2575 0.509
H -3.0504 -0.0241 -0.3900 0.510
H -1.5411 3.8677 2.1271 0.536
H 0.4867 3.9808 2.4370 0.535
H 4.2242 1.9302 1.9724 0.525
H 3.0044 0.1199 0.8181 0.546
N 0.7570 0.2558 -3.9822 -0.071
C 1.7295 1.1504 -3.5931 -0.850
C 1.6381 1.2532 -2.2421 -0.239
N 0.6096 0.4432 -1.8058 0.643
C 0.1082 -0.1449 -2.8871 0.323
C -0.9388 -1.1147 -2.6512 -0.034
N -1.3112 -1.2753 -1.3842 0.610
C -2.2413 -2.3018 -1.3893 -0.538
C -2.4166 -2.7333 -2.6619 -0.708
N -1.5782 -1.9707 -3.4477 -0.069
H 0.5920 -0.0393 -4.9343 0.207
H 2.3802 1.6318 -4.3027 0.418
H 2.2233 1.8618 -1.5759 0.494
H -2.7174 -2.6628 -0.4943 0.479
H -3.0510 -3.4982 -3.0759 0.436
H -1.4596 -2.0844 -4.4445 0.206
N 0.7485 -1.5904 3.3457 -0.027
N -0.4464 -1.5826 2.7922 -0.133
H 0.9082 -1.1131 4.2295 0.260
H 1.4176 -2.2835 2.9926 0.312
H -1.1771 -1.0962 3.3056 0.293
H -0.7021 -2.4581 2.3326 0.269
F 1.8074 -1.4241 -0.1902 -0.455
As 1.6163 -3.3379 -0.2287 2.017
F 1.1867 -4.9480 -0.1766 -0.374
F 3.2089 -3.4402 -0.7265 -0.377
F 1.0082 -3.0648 -1.8007 -0.456
F 2.0608 -3.2239 1.4468 -0.557
F -0.0203 -2.7647 0.3730 -0.550
```

Computed properties:
Lowest unoccupied orbital energy (spin up / spin down), eV: -10.5 / -11.7
Highest occupied orbital energy (spin up / spin down), eV: -17.547 / -17.554
ΔE to the lowest compared entry with this formula, charge and spin, kcal/mol: 0.0
Orbital gap (spin up / spin down), eV: 7.055 / 5.884
Spin multiplicity: 4
Total charge: +3

=====

Q: What is the formula in the first record?
A: C16H15NO5S

=====

Copy entry 4 word for word.
DFT (ωB97M-V/def2-TZVPD) results for 2 unconnected molecules or ions with the total composition C16H16BrClINO3.

Geometry as XYZ:
```
39
Properties=species:S:1:pos:R:3:mulliken_charge:R:1
C 1.0873 5.1533 4.0008 -1.132
C -0.2533 4.5351 3.3794 -0.197
C -0.3268 2.9228 3.3725 -0.879
I 1.5670 1.9354 3.9050 0.169
C -0.7906 2.3175 1.9457 0.552
C 0.0183 2.6495 0.6367 0.121
Br 1.6423 3.8008 0.6277 -0.047
C -0.4014 2.0744 -0.7604 -0.333
C -1.6360 1.1316 -0.7840 0.010
O -2.0506 0.5339 -2.0196 -0.331
C -1.8539 -0.9030 -1.9585 0.161
O -2.8514 -1.6538 -1.7997 -0.457
C -0.4290 -1.5897 -2.0616 0.687
C -0.0138 -2.6241 -3.1601 -0.395
C 1.4317 -3.2385 -3.2250 -0.375
C 2.5275 -2.8520 -2.1587 -0.391
C 2.0767 -1.8553 -1.0479 -0.494
C 0.6598 -1.2304 -0.9980 -0.041
C -2.3630 0.8337 0.5401 -0.108
N -1.9478 1.4242 1.8124 0.046
Cl -2.9407 0.9841 3.1684 0.013
H 1.0541 6.3116 4.0086 0.336
H 1.2513 4.8620 5.1089 0.329
H 2.0375 4.8922 3.3947 0.259
H -1.1509 5.0082 3.9374 0.335
H -0.3323 4.9520 2.3021 0.242
H -1.0580 2.6326 4.2172 0.437
H 0.1583 2.3239 -1.7176 0.344
H -0.7520 -2.9481 -3.9699 0.320
H 1.7677 -3.9798 -4.0238 0.269
H 3.5806 -3.2874 -2.2119 0.329
H 2.8389 -1.5635 -0.2355 0.275
H 0.4508 -0.4898 -0.1395 0.209
H -3.2682 0.1220 0.4941 0.389
C 0.0911 -6.6338 -2.9156 -0.509
O 1.4120 -6.4802 -2.8853 -0.676
H -0.3434 -7.4029 -2.2448 0.254
H -0.5269 -5.7490 -2.6471 0.074
H -0.3630 -6.9195 -3.8870 0.206
```

Computed properties:
Lowest unoccupied orbital energy, eV: -3.3
Highest occupied orbital energy, eV: -4.929
Orbital gap, eV: 1.677
Total charge: 0